*P*
Density functional theory data (wB97M-V/def2-TZVPD) for a molecular structure, C12H6Cl3FIrN19.

Geometry as XYZ:
```
42
Properties=species:S:1:pos:R:3
Ir 0.141 -0.032 0.155
N -1.368 -3.062 0.243
C 0.004 -3.040 0.201
N 0.755 -4.125 0.250
N 2.019 -3.661 0.169
N 2.036 -2.381 0.081
N 0.758 -1.943 0.089
C -2.175 -1.997 -0.058
N -3.481 -2.073 -0.252
N -3.855 -0.802 -0.494
N -2.840 -0.012 -0.449
N -1.746 -0.747 -0.172
H -1.806 -3.955 0.374
N 2.001 0.633 3.009
C 2.574 0.893 1.786
N 3.781 1.417 1.671
N 3.966 1.538 0.340
N 2.940 1.116 -0.304
N 2.020 0.688 0.590
C 0.745 0.131 3.238
N 0.227 -0.018 4.449
N -1.023 -0.470 4.217
N -1.236 -0.595 2.954
N -0.119 -0.217 2.291
H 2.573 0.813 3.814
Cl -1.752 2.981 3.633
C -2.408 3.087 1.985
Cl -2.566 4.815 1.468
Cl -3.962 2.262 1.897
C -1.467 2.410 1.110
N -0.695 1.819 0.509
F 0.775 0.717 -5.986
C 0.645 0.550 -4.629
C -0.345 1.233 -3.962
C -0.462 1.049 -2.587
C 0.386 0.206 -1.861
C 1.371 -0.461 -2.598
C 1.509 -0.299 -3.972
H -1.014 1.887 -4.508
H -1.266 1.567 -2.076
H 2.078 -1.106 -2.090
H 2.284 -0.815 -4.525
```

Summary:
total charge: -2
molecular weight: 733.887 Da
gap between HOMO and LUMO: 6.430 eV
LUMO: 3.787 eV

Atom charges from the Mulliken analysis, given in e for atoms 1 to 6: number 1, Ir, carries 1.72; number 2, N, carries 0.04; number 3, C, carries 0.44; number 4, N, carries -0.64; number 5, N, carries -0.75; number 6, N, carries -0.51

*Q*
Density functional theory data (wB97M-V/def2-TZVPD) for a molecular structure, C12H6Cl3FIrN19.

Geometry as XYZ:
```
42
Properties=species:S:1:pos:R:3
Ir 0.118 -0.087 0.393
N 1.682 0.738 3.421
C 2.033 -0.479 2.877
N 2.939 -1.281 3.412
N 3.037 -2.298 2.527
N 2.247 -2.112 1.529
N 1.579 -0.951 1.724
C 0.708 1.581 2.931
N 0.293 2.643 3.596
N -0.645 3.191 2.793
N -0.785 2.506 1.718
N 0.084 1.465 1.760
H 1.948 0.893 4.377
N -1.853 -2.847 0.075
C -1.932 -2.142 1.257
N -2.687 -2.509 2.274
N -2.433 -1.581 3.225
N -1.580 -0.717 2.809
N -1.239 -1.043 1.542
C -0.871 -2.683 -0.877
N -0.734 -3.474 -1.929
N 0.286 -2.926 -2.621
N 0.725 -1.873 -2.028
N 0.011 -1.693 -0.898
H -2.394 -3.691 0.021
Cl 3.667 1.718 -3.459
C 3.800 0.381 -2.291
Cl 3.852 -1.159 -3.133
Cl 5.262 0.598 -1.305
C 2.642 0.429 -1.406
N 1.735 0.464 -0.716
F -3.212 2.945 -3.908
C -2.518 2.268 -2.937
C -2.892 0.984 -2.619
C -2.172 0.310 -1.634
C -1.094 0.888 -0.959
C -0.772 2.202 -1.323
C -1.466 2.896 -2.307
H -3.726 0.520 -3.131
H -2.471 -0.704 -1.395
H 0.033 2.715 -0.812
H -1.208 3.914 -2.572
```

Summary:
total charge: -2
molecular weight: 733.887 Da
gap between HOMO and LUMO: 6.437 eV
LUMO: 3.797 eV

Atom charges from the Mulliken analysis, given in e for atoms 1 to 6: number 1, Ir, carries 0.87; number 2, N, carries 0.00; number 3, C, carries 0.39; number 4, N, carries -0.64; number 5, N, carries -0.69; number 6, N, carries -0.65

Most stable: *P*

*P*
Density functional theory data (wB97M-V/def2-TZVPD) for a single C3H9NOS2 molecule.

Geometry as XYZ:
```
16
Properties=species:S:1:pos:R:3
C -1.583 -0.972 -1.333
C -1.620 -0.370 0.037
S -1.660 1.462 0.028
O -0.099 2.145 -0.531
C 0.906 2.182 0.454
S 2.311 1.251 -0.208
N 2.199 -0.088 0.966
H -2.445 -0.453 -1.807
H -0.693 -0.442 -1.771
H -1.600 -2.074 -1.451
H -0.792 -0.733 0.644
H -2.603 -0.412 0.399
H 0.647 1.788 1.393
H 1.312 3.260 0.565
H 3.099 -0.434 1.377
H 1.726 -0.781 0.423
```

Summary:
SMILES: CCSOCSN
total charge: 0
molecular weight: 139.245 Da
gap between HOMO and LUMO: 9.546 eV
LUMO: 0.586 eV

Atom charges from the Mulliken analysis, given in e for atoms 1 to 6: number 1, C, carries -0.93; number 2, C, carries -0.46; number 3, S, carries 0.03; number 4, O, carries -0.35; number 5, C, carries -0.37; number 6, S, carries 0.00

*Q*
Density functional theory data (wB97M-V/def2-TZVPD) for a single C3H9NOS2 molecule.

Geometry as XYZ:
```
16
Properties=species:S:1:pos:R:3
C -0.779 1.946 0.771
S -1.000 0.830 -0.704
O -0.128 1.490 -1.713
S -2.897 0.749 -1.062
C -0.335 -0.821 -0.296
C 1.068 -0.730 0.321
N 1.818 -1.933 0.040
H -0.625 1.125 1.552
H 0.112 2.504 0.666
H -1.701 2.452 1.032
H -1.067 -1.438 0.257
H -0.234 -1.192 -1.381
H 1.590 0.143 -0.218
H 1.059 -0.455 1.420
H 1.281 -2.833 0.323
H 1.837 -1.839 -1.006
```

Summary:
SMILES: C[S@](=O)(=S)CCN
total charge: 0
molecular weight: 139.245 Da
gap between HOMO and LUMO: 9.686 eV
LUMO: 0.603 eV

Atom charges from the Mulliken analysis, given in e for atoms 1 to 6: number 1, C, carries -0.87; number 2, S, carries 0.79; number 3, O, carries -0.63; number 4, S, carries -0.38; number 5, C, carries -0.58; number 6, C, carries -0.59

Most stable: *Q*

*P*
Density functional theory data (wB97M-V/def2-TZVPD) for 9 unconnected molecules or ions with the total composition C12H42N8O9.

Geometry as XYZ:
```
71
Properties=species:S:1:pos:R:3
N -1.170 0.668 0.400
C -1.000 0.347 1.639
N -2.077 0.115 2.261
O 0.235 -0.081 2.164
H -0.259 0.839 -0.095
H -1.988 1.198 0.065
H -1.920 -0.118 3.235
H -2.897 0.726 2.140
N 3.289 -3.888 0.827
C 3.733 -2.891 1.513
N 2.824 -1.987 1.895
O 5.105 -2.664 1.736
H 3.938 -4.481 0.292
H 2.270 -3.904 0.502
H 3.126 -1.063 2.240
H 1.831 -2.229 1.886
N -1.456 -2.070 -0.353
C -2.332 -2.818 0.185
N -2.934 -2.182 1.137
O -2.583 -4.106 -0.237
H -0.788 -2.483 -0.944
H -1.316 -1.058 -0.040
H -3.720 -2.597 1.704
H -2.632 -1.267 1.587
N 1.998 4.153 3.371
C 1.784 2.965 2.949
N 1.114 2.172 3.656
O 2.259 2.672 1.725
H 2.501 4.674 2.714
H 1.561 4.658 4.181
H 0.746 1.291 3.268
H 1.029 2.430 4.661
C -0.966 -3.464 -3.460
C 0.244 -2.487 -3.171
O 0.798 -2.679 -1.841
H -1.721 -3.102 -2.854
H -0.632 -4.459 -3.258
H -1.316 -3.438 -4.477
H -0.138 -1.474 -3.246
H 0.894 -2.692 -3.969
H 1.729 -2.525 -2.002
C -1.150 3.851 -0.109
C -2.616 3.867 -0.368
O -3.082 2.549 -0.496
H -0.854 4.766 0.425
H -0.558 3.623 -1.035
H -0.933 3.022 0.527
H -2.791 4.433 -1.240
H -3.131 4.299 0.483
H -4.020 2.626 -0.581
C -2.316 0.298 -3.162
C -3.699 -0.310 -2.866
O -3.536 -1.683 -2.554
H -1.645 0.454 -2.381
H -2.483 1.286 -3.554
H -1.902 -0.180 -4.039
H -4.202 -0.222 -3.792
H -4.209 0.414 -2.188
H -2.924 -1.766 -1.854
C 1.743 0.477 -0.851
O 1.149 1.690 -0.508
H 2.788 0.502 -1.214
H 1.095 -0.058 -1.501
H 1.861 -0.172 -0.051
H 1.711 2.045 0.164
C 4.752 0.472 1.256
O 3.825 0.517 2.326
H 4.275 0.025 0.391
H 5.643 -0.076 1.603
H 4.967 1.494 1.122
H 3.080 1.054 2.060
```

Summary:
SMILES: NC(N)=O.NC(N)=O.NC(N)=O.NC(N)=O.CCO.CCO.CCO.CO.CO
total charge: 0
molecular weight: 442.515 Da
gap between HOMO and LUMO: 7.878 eV
LUMO: -0.351 eV

Atom charges from the Mulliken analysis, given in e for atoms 1 to 6: number 1, N, carries 0.22; number 2, C, carries 0.16; number 3, N, carries -0.25; number 4, O, carries -0.85; number 5, H, carries 0.12; number 6, H, carries -0.16

*Q*
Density functional theory data (wB97M-V/def2-TZVPD) for 9 unconnected molecules or ions with the total composition C12H42N8O9.

Geometry as XYZ:
```
71
Properties=species:S:1:pos:R:3
N 4.714 1.304 0.129
C 4.114 0.970 1.244
N 4.912 0.440 2.081
O 2.837 1.313 1.634
H 4.189 1.678 -0.665
H 5.618 0.767 -0.156
H 4.474 0.009 2.912
H 5.906 0.036 1.935
N -2.167 -4.072 0.958
C -1.537 -2.975 0.679
N -2.217 -2.055 -0.011
O -0.227 -2.756 1.119
H -1.558 -4.677 1.569
H -2.989 -4.420 0.488
H -1.830 -1.070 -0.218
H -3.014 -2.263 -0.561
N -3.515 -0.820 2.105
C -3.812 -1.538 3.200
N -3.538 -2.810 3.038
O -4.411 -1.052 4.348
H -3.854 0.161 1.944
H -3.033 -1.265 1.295
H -3.775 -3.426 3.875
H -3.106 -3.271 2.182
N 0.366 2.832 -4.330
C 0.008 1.800 -3.618
N -0.564 0.913 -4.388
O 0.253 1.591 -2.227
H 0.950 3.475 -3.858
H 0.073 3.120 -5.288
H -0.566 -0.103 -4.047
H -0.731 1.097 -5.398
C -0.494 0.695 4.050
C -0.296 -0.697 3.494
O -0.304 -1.592 4.581
H -1.555 0.835 4.224
H -0.228 1.470 3.346
H 0.148 0.747 4.955
H 0.697 -0.714 3.085
H -0.987 -0.850 2.690
H -1.102 -1.426 5.138
C -2.274 -2.048 -4.462
C -1.649 -1.853 -3.041
O -0.309 -1.644 -3.283
H -2.267 -1.156 -5.026
H -3.281 -2.411 -4.606
H -1.599 -2.786 -4.984
H -1.838 -2.739 -2.419
H -2.105 -0.953 -2.639
H 0.189 -1.690 -2.493
C 3.072 4.300 -0.017
C 1.807 3.464 -0.103
O 0.932 4.034 -1.084
H 3.621 4.267 -0.937
H 3.784 3.902 0.655
H 2.927 5.292 0.283
H 1.324 3.487 0.765
H 1.834 2.403 -0.333
H 0.337 3.352 -1.366
C 1.839 -0.722 -0.570
O 2.575 -1.532 -1.475
H 2.144 -0.979 0.439
H 0.822 -0.981 -0.639
H 1.995 0.316 -0.779
H 3.429 -1.830 -1.018
C -0.891 1.345 0.604
O -1.129 0.452 -0.463
H -0.946 2.377 0.257
H 0.035 1.043 0.973
H -1.655 1.144 1.370
H -0.546 0.726 -1.134
```

Summary:
SMILES: NC(N)=O.NC(N)=O.NC(N)=O.NC(N)=O.CCO.CCO.CCO.CO.CO
total charge: 0
molecular weight: 442.515 Da
gap between HOMO and LUMO: 8.762 eV
LUMO: 0.151 eV

Atom charges from the Mulliken analysis, given in e for atoms 1 to 6: number 1, N, carries -0.33; number 2, C, carries 0.45; number 3, N, carries -0.47; number 4, O, carries -0.53; number 5, H, carries 0.23; number 6, H, carries 0.24

Most stable: *P*

*P*
Density functional theory data (wB97M-V/def2-TZVPD) for 2 unconnected molecules or ions with the total composition C2H9N2S.

Geometry as XYZ:
```
14
Properties=species:S:1:pos:R:3
C 2.129 1.539 -2.016
S 1.378 -0.052 -2.716
H 3.191 1.477 -1.642
H 2.183 2.232 -2.901
H 1.390 1.834 -1.299
N -0.237 0.114 1.147
C -1.188 -0.743 1.731
N -2.074 -1.711 1.019
H 0.430 -0.330 0.660
H -0.561 0.868 0.542
H -0.450 -1.555 2.325
H -1.848 -0.223 2.426
H -2.849 -1.277 0.506
H -1.495 -2.173 0.218
```

Summary:
total charge: -1
molecular weight: 93.175 Da
gap between HOMO and LUMO: 6.142 eV
LUMO: 3.850 eV

Atom charges from the Mulliken analysis, given in e for atoms 1 to 6: number 1, C, carries -0.63; number 2, S, carries -0.77; number 3, H, carries 0.18; number 4, H, carries 0.18; number 5, H, carries 0.06; number 6, N, carries -0.47

*Q*
Density functional theory data (wB97M-V/def2-TZVPD) for 2 unconnected molecules or ions with the total composition C2H9N2S.

Geometry as XYZ:
```
14
Properties=species:S:1:pos:R:3
C 1.132 1.603 0.544
S -0.599 1.697 -0.143
H 1.273 1.116 1.492
H 1.410 2.646 0.517
H 1.770 1.029 -0.129
N 0.353 -1.322 -1.337
C 0.177 -2.080 -0.083
N -0.708 -1.555 0.949
H 0.551 -0.369 -0.926
H -0.579 -1.403 -1.726
H 1.162 -2.131 0.404
H -0.177 -3.122 -0.269
H -1.105 -0.644 0.638
H -0.226 -1.297 1.797
```

Summary:
total charge: -1
molecular weight: 93.175 Da
gap between HOMO and LUMO: 6.885 eV
LUMO: 4.303 eV

Atom charges from the Mulliken analysis, given in e for atoms 1 to 6: number 1, C, carries -0.89; number 2, S, carries -0.70; number 3, H, carries 0.21; number 4, H, carries 0.27; number 5, H, carries 0.27; number 6, N, carries -0.60

Most stable: *Q*